[1]
C60H42BrCdIN2O3S2 as an isolated structure, computed with ωB97M-V/def2-TZVPD.

```
112
Properties=species:S:1:pos:R:3:forces:R:3
Cd -1.107 0.283 0.700 0.0 0.1 -0.1
Br -3.005 -1.915 -6.458 -0.1 0.0 0.1
C -2.789 -1.114 -4.741 0.0 0.0 -0.2
C -3.287 0.181 -4.513 -0.1 -0.1 0.2
C -3.078 0.773 -3.302 -0.1 0.0 0.0
C -2.327 0.150 -2.246 -0.1 -0.1 0.1
O -2.104 0.813 -1.191 -0.1 -0.1 -0.4
C -1.886 -1.201 -2.490 -0.3 0.2 -0.1
C -1.255 -2.060 -1.536 0.1 -0.2 0.1
N -0.709 -1.762 -0.404 -0.1 0.2 -0.1
C -0.212 -2.781 0.428 0.2 -0.3 0.0
C -0.055 -4.098 0.058 0.0 0.1 -0.1
C 0.327 -5.092 0.974 0.0 -0.1 0.1
C 0.580 -4.780 2.278 0.0 0.0 -0.1
C 0.531 -3.429 2.685 0.0 0.0 0.0
C 0.854 -3.037 4.003 0.0 0.1 0.0
C 0.882 -1.714 4.328 0.0 -0.1 0.0
C 0.584 -0.776 3.326 0.0 0.1 0.0
N 0.228 -1.105 2.110 0.2 0.0 -0.1
C 0.173 -2.418 1.762 0.1 -0.1 0.0
C -2.140 -1.788 -3.753 0.0 0.0 0.1
H -3.824 0.701 -5.296 0.0 0.0 0.0
H -3.448 1.770 -3.098 0.0 0.0 0.0
H -1.273 -3.107 -1.849 0.0 0.0 0.0
H -0.224 -4.408 -0.965 -0.1 0.0 0.0
H 0.399 -6.117 0.634 0.0 0.0 0.0
H 0.835 -5.538 3.007 0.0 0.0 0.0
H 1.087 -3.803 4.733 0.0 0.0 0.0
H 1.140 -1.378 5.322 0.0 0.0 0.0
H 0.648 0.286 3.539 -0.1 0.0 0.0
H -1.782 -2.794 -3.947 0.0 0.0 0.1
I -1.145 2.734 2.525 -0.3 -0.1 0.1
C -2.995 1.968 3.275 0.4 0.2 -0.1
C -3.596 2.757 4.212 0.1 0.1 0.0
C -4.834 2.373 4.762 0.0 -0.1 0.0
C -5.416 1.211 4.352 -0.1 0.0 0.0
C -4.790 0.373 3.398 0.1 0.1 0.0
C -5.402 -0.844 3.021 0.0 -0.1 0.0
C -4.791 -1.670 2.126 0.0 0.0 0.0
C -3.558 -1.295 1.552 0.1 0.1 0.0
C -2.911 -0.117 1.853 -0.3 0.1 0.3
C -3.534 0.734 2.812 -0.2 -0.1 0.1
H -3.127 3.679 4.529 0.0 0.0 0.0
H -5.304 3.008 5.502 0.0 0.0 0.0
H -6.376 0.902 4.752 0.0 0.0 0.0
H -6.359 -1.103 3.460 0.0 0.0 0.0
H -5.246 -2.615 1.849 0.0 0.0 0.0
H -3.114 -1.981 0.836 0.0 0.0 0.0
C 3.312 7.374 -3.025 0.0 0.0 0.1
C 2.918 5.992 -2.578 0.1 -0.1 0.0
C 1.577 5.612 -2.522 0.0 0.0 0.0
C 1.206 4.348 -2.097 -0.2 0.0 0.0
C 2.188 3.447 -1.724 0.3 -0.2 0.1
C 3.528 3.805 -1.756 0.0 -0.1 0.0
C 3.887 5.073 -2.187 0.0 0.0 0.0
S 1.812 1.773 -1.186 0.1 0.1 -0.6
O 0.471 1.822 -0.532 -0.2 0.0 0.4
C 1.486 1.108 -2.838 0.5 -0.4 -0.2
C 0.197 1.283 -3.375 0.0 0.2 0.1
C -0.104 0.768 -4.599 0.1 0.2 -0.2
C 0.847 0.014 -5.324 0.3 -0.1 0.1
C 0.516 -0.627 -6.542 0.0 0.0 -0.1
C 1.430 -1.413 -7.185 -0.1 0.0 -0.1
C 2.720 -1.597 -6.646 0.1 0.0 0.1
C 3.075 -0.979 -5.480 0.0 0.0 0.0
C 2.150 -0.157 -4.791 -0.2 -0.1 0.1
C 2.467 0.420 -3.526 -0.2 0.1 0.4
C 3.857 0.280 -2.996 -0.1 -0.2 0.2
C 4.885 1.090 -3.565 0.1 0.0 0.2
C 4.605 2.056 -4.564 0.0 0.0 -0.1
C 5.595 2.852 -5.063 -0.1 -0.1 0.0
C 6.918 2.724 -4.588 0.0 0.0 0.0
C 7.217 1.806 -3.624 0.1 0.0 0.0
C 6.213 0.967 -3.082 -0.2 0.1 -0.1
C 6.493 0.031 -2.061 0.1 0.0 0.0
C 5.500 -0.730 -1.521 0.0 -0.1 0.1
C 4.181 -0.608 -1.993 -0.2 0.3 -0.3
S 2.923 -1.562 -1.084 0.0 0.0 -0.4
O 3.677 -2.191 0.026 0.0 -0.1 0.2
C 2.624 -2.853 -2.312 -0.2 0.2 0.2
C 1.451 -2.821 -3.048 0.0 0.1 0.1
C 1.154 -3.868 -3.910 0.1 0.0 0.0
C 2.009 -4.958 -4.023 0.0 0.0 0.0
C 1.682 -6.107 -4.939 0.0 0.1 0.0
C 3.178 -4.975 -3.259 0.0 0.0 0.0
C 3.486 -3.933 -2.402 0.1 0.0 0.0
H 2.590 7.781 -3.732 0.0 0.0 0.0
H 4.294 7.366 -3.495 0.0 0.0 0.0
H 3.356 8.048 -2.167 0.0 0.0 0.0
H 0.811 6.320 -2.818 0.0 0.0 0.0
H 0.161 4.065 -2.047 0.0 0.0 0.0
H 4.287 3.090 -1.457 0.0 0.0 0.0
H 4.934 5.352 -2.213 0.0 0.0 0.0
H -0.545 1.811 -2.787 0.1 0.0 0.0
H -1.091 0.915 -5.020 0.2 0.0 0.0
H -0.483 -0.499 -6.943 0.1 0.0 0.0
H 1.163 -1.911 -8.108 0.0 0.0 0.0
H 3.427 -2.243 -7.151 0.0 0.0 0.0
H 4.055 -1.138 -5.047 0.0 0.0 -0.1
H 3.589 2.163 -4.921 0.0 0.0 0.0
H 5.371 3.586 -5.827 0.0 0.0 0.0
H 7.692 3.366 -4.989 0.0 0.0 0.0
H 8.231 1.712 -3.254 0.0 0.0 0.0
H 7.511 -0.063 -1.702 0.0 0.0 0.0
H 5.686 -1.430 -0.716 0.0 0.0 0.0
H 0.757 -1.995 -2.934 0.1 0.1 -0.1
H 0.238 -3.842 -4.490 0.0 0.0 0.0
H 0.734 -5.942 -5.450 0.0 0.0 0.0
H 1.613 -7.043 -4.384 0.0 0.0 0.0
H 2.460 -6.231 -5.695 0.0 0.0 0.0
H 3.847 -5.825 -3.329 0.0 0.0 0.0
H 4.377 -3.958 -1.784 0.0 0.0 0.0
```
Forces are in eV/Å.

## Properties
net charge: 0
2S+1: 1
relative energy (zero: lowest compared OMol25 entry of this formula, charge and spin): 12.2 kcal per mole
energy: -176403.44533 eV
LUMO level: -0.366 eV
F_max: 0.657 eV Å⁻¹

[2]
A 3-piece molecular cluster, C30H43FO6 overall, computed with ωB97M-V/def2-TZVPD.

```
80
Properties=species:S:1:pos:R:3:forces:R:3
C -0.471 -2.849 1.130 -0.2 0.3 -0.1
C -1.648 -3.350 0.294 -0.1 0.1 0.4
C -2.906 -2.480 0.461 0.1 -0.1 0.0
C -3.193 -1.446 -0.638 -0.1 0.1 -0.1
C -3.637 -2.112 -1.946 0.0 0.2 0.2
C -2.059 -0.470 -0.861 0.1 0.0 0.0
C -0.936 -0.791 -1.617 -0.1 0.0 0.0
C 0.124 0.090 -1.809 0.1 0.1 0.0
C 1.278 -0.374 -2.662 0.1 -0.1 -0.1
C 0.917 -0.565 -4.128 -0.1 0.0 0.0
C 2.133 -0.660 -5.022 0.1 -0.2 0.3
F 0.174 -1.759 -4.250 0.1 0.1 0.0
C 0.035 1.369 -1.245 -0.1 0.0 0.0
C -1.098 1.707 -0.491 0.1 0.0 0.0
C -2.119 0.797 -0.292 0.0 -0.1 0.1
C -1.222 3.069 0.111 -0.1 0.0 0.2
O -1.902 3.285 1.093 0.1 0.0 -0.4
C -0.492 4.149 -0.610 0.0 0.0 0.0
C -0.934 5.460 -0.530 0.2 0.1 -0.1
C -0.279 6.445 -1.262 -0.3 -0.2 0.2
C 0.816 6.112 -2.046 0.0 0.2 0.0
C 1.282 4.810 -2.097 0.1 0.0 0.1
C 0.623 3.820 -1.379 -0.2 0.2 -0.1
C 1.094 2.412 -1.396 0.2 -0.3 0.1
O 2.278 2.155 -1.495 0.0 0.1 -0.2
H 0.383 -3.523 1.083 0.0 0.0 0.0
H -0.156 -1.856 0.803 0.1 0.0 0.0
H -0.782 -2.750 2.172 0.1 -0.1 0.1
H -1.896 -4.355 0.639 0.0 -0.1 -0.1
H -1.362 -3.412 -0.755 0.0 -0.1 -0.1
H -3.781 -3.134 0.511 -0.1 0.0 0.0
H -2.857 -1.973 1.429 0.0 0.0 0.0
H -4.034 -0.845 -0.280 0.0 0.0 0.0
H -4.498 -2.752 -1.753 0.0 -0.1 0.0
H -2.839 -2.710 -2.381 0.0 -0.1 -0.1
H -3.933 -1.349 -2.666 0.0 -0.1 -0.1
H -0.867 -1.761 -2.088 0.0 0.0 0.0
H 2.122 0.305 -2.595 0.0 0.1 0.0
H 1.624 -1.344 -2.296 0.0 0.0 0.0
H 0.246 0.233 -4.458 0.0 0.0 -0.1
H 2.515 0.335 -5.249 0.0 0.0 -0.1
H 2.928 -1.211 -4.517 0.0 -0.1 -0.1
H 1.884 -1.184 -5.942 0.0 0.1 -0.1
H -2.967 1.084 0.316 0.0 0.1 0.0
H -1.786 5.673 0.100 0.0 0.1 0.0
H -0.630 7.466 -1.219 0.0 0.0 0.0
H 1.310 6.886 -2.618 0.1 0.0 0.0
H 2.150 4.576 -2.699 0.0 -0.1 0.1
C 6.307 5.905 2.269 0.0 0.0 0.0
O 6.123 4.647 1.652 0.0 0.0 0.0
C 4.762 4.321 1.417 0.1 -0.1 0.0
C 4.361 4.552 -0.021 -0.1 0.2 -0.1
O 4.420 5.931 -0.369 0.0 0.0 0.0
C 5.580 6.283 -1.096 0.0 0.0 0.0
H 7.371 6.131 2.232 0.0 0.0 0.0
H 5.756 6.694 1.751 0.0 0.0 0.0
H 5.989 5.877 3.317 0.0 0.0 0.0
H 4.111 4.900 2.080 0.0 0.0 0.0
H 4.631 3.261 1.654 0.0 0.0 0.0
H 3.329 4.223 -0.164 0.0 0.0 0.0
H 4.995 3.965 -0.692 0.0 0.0 0.0
H 5.540 5.882 -2.115 0.0 0.0 0.0
H 6.488 5.921 -0.607 0.0 0.0 0.0
H 5.614 7.370 -1.148 0.0 0.0 0.0
C -3.023 -8.393 4.449 0.0 0.0 0.0
O -3.841 -7.313 4.858 0.0 0.0 -0.1
C -3.192 -6.054 4.803 0.0 -0.1 0.1
C -3.582 -5.270 3.570 0.1 0.1 -0.1
O -3.139 -5.899 2.378 0.0 0.0 0.0
C -4.156 -6.610 1.697 0.0 0.0 0.0
H -3.665 -9.267 4.355 0.0 0.0 0.0
H -2.546 -8.195 3.486 0.0 0.0 0.0
H -2.250 -8.602 5.196 0.0 0.0 0.0
H -2.105 -6.182 4.832 0.0 0.0 0.0
H -3.490 -5.488 5.690 0.0 0.0 0.0
H -3.113 -4.282 3.616 0.0 0.0 0.0
H -4.667 -5.130 3.546 0.0 0.0 0.0
H -4.866 -5.921 1.227 0.0 0.0 0.0
H -4.698 -7.279 2.369 0.0 0.0 0.0
H -3.674 -7.200 0.920 0.0 0.0 0.0
```
Forces are in eV/Å.

## Properties
net charge: 0
structure (SMILES): CCC[C@H](C)c1cc(C[C@@H](C)F)c2c(c1)C(=O)c1ccccc1C2=O.COCCOC.COCCOC
2S+1: 1
energy: -46808.63789 eV
LUMO level: -0.724 eV
F_max: 0.397 eV Å⁻¹